A structure of composition C11H26LiNO11P, computed with ωB97M-V/def2-TZVPD.

Positions of all 51 atoms, in Å:
C  -2.750  2.914  -0.573
N  -4.154  2.451  -0.251
C  -4.811  3.262  0.750
C  -5.038  2.570  -1.510
C  -4.002  0.891  0.148
C  -3.348  0.008  -0.908
O  -3.155  -1.229  -0.422
H  -2.235  2.549  0.201
H  -2.857  4.058  -0.533
H  -2.357  2.689  -1.531
H  -4.938  4.473  0.716
H  -4.304  3.420  1.889
H  -5.640  2.824  1.048
H  -4.917  3.613  -1.675
H  -5.860  2.405  -1.110
H  -4.595  2.092  -2.451
H  -4.893  0.504  0.238
H  -3.539  1.072  1.187
H  -2.364  0.569  -1.105
H  -3.905  0.050  -1.830
H  -2.369  -1.245  0.221
Li  0.176  -1.051  0.111
P  -0.402  0.472  1.546
O  -0.033  0.841  0.164
O  -1.374  -0.827  1.220
O  -0.976  1.456  2.453
O  0.856  -0.237  1.852
C  -0.482  -4.295  0.393
O  0.738  -4.568  -0.274
C  1.255  -3.559  -1.050
O  0.806  -2.490  -1.049
O  2.457  -3.857  -1.632
C  3.297  -2.908  -2.202
H  -0.788  -4.907  1.162
H  -1.366  -4.378  -0.272
H  -0.322  -3.302  0.783
H  3.420  -2.143  -1.251
H  2.809  -2.304  -3.091
H  4.248  -3.310  -2.505
C  3.402  0.470  0.161
O  4.528  -0.471  0.442
C  5.576  -0.096  1.049
O  5.671  1.128  1.340
O  6.613  -0.877  1.148
C  7.905  -0.395  1.625
H  3.084  1.118  1.009
H  2.672  0.078  -0.392
H  3.804  1.162  -0.593
H  8.213  0.256  0.969
H  8.527  -1.005  1.865
H  7.715  0.058  2.521

## Properties
Net charge   -1
DFT total energy   -45330.814 eV
HOMO   -2.12 eV
Strongest force on any atom   0.2153 hartree/bohr
E_LUMO   2.039 eV
ΔE to the lowest compared entry with this formula, charge and spin   1.716 eV
Orbital gap   4.16 eV